C22H53BeCl5FMgN2O7Si as an isolated structure in a non-equilibrium geometry, computed with the ωB97M-V functional and the def2-TZVPD basis.

Net charge ... -1
Calculated total energy ... -120024.20723 eV

XYZ file:
```
93
Properties=species:S:1:pos:R:3:mulliken_charge:R:1
C 2.14273 -1.34922 3.53263 -1.28
C 2.18713 -0.31183 2.43301 -0.24
O 0.90208 -0.22580 1.82336 -0.14
C 0.93559 0.24808 0.51030 -1.65
O 1.68312 1.42219 0.43074 -0.51
C 1.21358 2.54503 -0.31213 -0.71
C 0.02882 2.39049 -1.25521 -0.72
N -0.68504 1.06235 -1.24539 0.57
C -0.34012 0.30315 -2.50358 -1.33
C 1.15956 0.03561 -2.72263 -0.68
C 1.45367 -1.47945 -2.78151 0.47
C 2.81208 -1.88527 -2.18426 -1.35
C 2.74895 -2.64186 -0.83485 0.93
C 3.14036 -4.09919 -0.96659 -1.11
O 2.22020 -4.83615 -1.75565 -0.43
C 0.99396 -5.09763 -1.09911 -0.26
C -0.52804 0.29300 0.04850 3.78
C -0.96628 -1.17381 -0.08013 -0.15
C -2.40312 -1.50509 -0.51833 -1.62
C -2.42525 -2.92264 -1.09005 0.58
N -3.79020 -3.33835 -1.41509 -0.62
Si -1.55063 1.00550 1.54482 1.42
C -3.15214 1.87294 1.03063 -1.22
C -1.99084 -0.31353 2.75047 -0.45
C -0.62505 2.38080 2.44844 -0.94
H 1.91236 -2.34270 3.15397 0.17
H 1.49073 -1.03829 4.34614 0.32
H 3.15004 -1.40062 3.95047 0.52
H 2.46497 0.64343 2.87729 0.24
H 2.93919 -0.61276 1.70125 0.24
H 1.45351 -0.51696 -0.08092 -0.40
H 2.04375 2.92429 -0.90399 0.29
H 0.97700 3.34651 0.38694 0.32
H -0.70067 3.16140 -0.99700 0.67
H 0.35308 2.64786 -2.26464 0.23
H -1.67356 1.28705 -1.32535 0.49
H -0.90480 -0.62161 -2.60519 0.75
H -0.68200 0.93705 -3.31947 0.62
H 1.83210 0.51193 -2.01132 0.37
H 1.42347 0.46426 -3.68596 0.48
H 0.62402 -2.04689 -2.38118 -0.72
H 1.50393 -1.74361 -3.83544 0.87
H 3.36346 -2.49440 -2.89888 0.53
H 3.42904 -0.99859 -2.02533 0.40
H 1.74992 -2.56885 -0.40295 -0.48
H 3.43324 -2.17261 -0.12397 0.20
H 4.12661 -4.18844 -1.41855 0.49
H 3.17879 -4.57349 0.02179 0.37
H 0.17064 -4.76249 -1.72787 -0.05
H 0.90990 -4.57314 -0.14467 0.11
H 0.88983 -6.16273 -0.88947 0.38
H -0.34086 -1.65071 -0.83563 -1.01
H -0.72490 -1.67533 0.84963 -0.16
H -3.12135 -1.45907 0.30701 0.99
H -2.66225 -0.83703 -1.34587 0.55
H -2.04313 -3.59493 -0.31305 0.31
H -1.81539 -2.96950 -2.04100 -0.61
H -4.47326 -2.77688 -0.91476 0.14
H -3.96008 -4.28705 -1.10759 0.28
H -2.84809 2.70163 0.36840 0.59
H -3.65432 2.32189 1.90692 0.22
H -3.86680 1.26885 0.47465 -0.42
H -1.27491 -1.12310 2.80671 -0.01
H -2.09841 0.14447 3.73455 0.78
H -3.00913 -0.69995 2.47877 -0.51
H -1.02397 2.42334 3.47045 -0.09
H -0.73249 3.38300 1.98251 0.31
H 0.43871 2.18789 2.53853 0.01
O 2.24101 3.78778 -3.49389 -0.86
H 3.10007 3.71638 -3.05680 0.26
Mg -2.68141 3.93523 2.57337 0.89
Cl -4.42145 -1.77696 3.42445 -0.45
O -1.07702 -2.98337 -3.58022 -0.79
H -0.40882 -3.65981 -3.40119 0.26
O 4.50229 5.14420 -4.29571 -0.63
H 4.90845 5.53030 -5.07609 0.28
H 3.72691 4.64592 -4.61985 0.35
Be -4.82599 -0.43136 -1.06355 0.09
C -0.89304 -4.29923 4.03475 0.02
Cl -0.46916 -5.97502 4.21940 -0.07
Cl -0.80776 -3.83540 2.31200 0.02
Cl -2.50045 -3.93631 4.67352 0.09
H -0.17844 -3.69809 4.58132 0.16
Cl -1.74119 3.65295 5.44268 -0.57
C 0.14909 7.49566 -0.63645 -1.17
C -1.03913 6.80944 0.05365 -0.33
O -0.88189 5.44658 -0.00385 -0.56
H 0.21315 7.20158 -1.68389 0.29
H 0.02728 8.58354 -0.59435 0.38
H 1.08631 7.23961 -0.14223 0.28
H -1.95248 7.20398 -0.43728 0.25
H -1.08957 7.24559 1.07120 0.25
F -2.39983 -5.88572 6.15473 -0.58
```

C23H15AsBrF3N2O7SZn as an isolated structure in a non-equilibrium geometry, computed with the ωB97M-V functional and the def2-TZVPD basis.

Net charge ... -2
ΔE to the lowest compared entry with this formula, charge and spin ... 49.6 kcal/mol

XYZ file:
```
54
Properties=species:S:1:pos:R:3:mulliken_charge:R:1
Zn -0.28453 0.65658 2.08792 0.35
Br 2.10744 6.46173 -1.98482 -0.28
C 1.68071 5.21841 -0.71943 0.33
C 2.43083 5.08850 0.44433 -0.57
C 2.04436 4.17177 1.39335 -0.35
C 0.91155 3.34509 1.19334 0.23
O 0.49936 2.60126 2.17227 -0.99
C 0.24084 3.34928 -0.11038 0.41
C -0.74078 2.38439 -0.46299 0.48
N -1.21150 1.34974 0.27324 0.20
C -2.01703 0.39726 -0.34364 0.70
C -2.33914 0.34341 -1.69956 -0.77
C -3.16402 -0.73805 -2.14162 -0.82
C -3.64950 -1.67042 -1.29136 -0.89
C -3.25243 -1.74666 0.05602 1.15
C -3.61560 -2.75302 0.93867 -0.57
C -3.21385 -2.73881 2.25514 -0.82
C -2.39616 -1.68298 2.63993 -0.19
N -1.98882 -0.71706 1.78978 -0.08
C -2.46321 -0.71616 0.53805 0.62
C 0.64480 4.33826 -1.06971 -0.97
H 3.14079 5.88525 0.74871 0.31
H 2.63056 3.94596 2.31559 0.29
H -1.05631 2.50223 -1.53813 -0.11
H -2.07712 1.13558 -2.39724 0.16
H -3.41987 -0.74438 -3.23626 0.28
H -4.19345 -2.52011 -1.61478 0.34
H -4.26666 -3.54648 0.56996 0.33
H -3.32761 -3.69882 2.79801 0.28
H -2.04084 -1.60048 3.66215 0.41
H 0.12187 4.41532 -2.02997 0.39
O 3.64701 -1.54585 0.55649 -0.74
As 2.18710 -0.36695 0.40707 1.51
O 2.78951 0.95165 1.24006 -0.98
O 0.72579 -0.87601 1.18547 -0.48
C 1.62464 -1.92987 -0.80155 -0.02
C 1.71764 -3.25083 -0.42027 -0.63
C 1.28786 -4.24736 -1.30415 -0.38
C 0.82535 -3.94315 -2.58724 -0.74
C 1.00616 -2.61231 -3.04069 -0.46
C 1.39779 -1.62973 -2.12265 0.12
S 1.61733 0.07936 -2.59983 1.48
O 2.57532 0.20796 -3.66708 -0.77
O 0.33832 0.65802 -2.90786 -0.59
O 2.20819 0.68159 -1.26510 -0.60
H 4.16651 -1.00768 1.19559 0.27
H 2.09292 -3.54864 0.55215 0.41
H 1.37324 -5.26493 -0.89661 0.30
H 0.47305 -4.68469 -3.30251 0.38
H 0.86274 -2.24808 -4.05739 0.40
F -0.68346 -0.17851 5.00390 -0.27
C 0.25379 0.48702 4.26645 0.44
F 1.39488 -0.20305 4.58309 -0.27
F 0.38362 1.75548 4.74608 -0.23
```

C21H21NO10P2Sm as an isolated structure in a non-equilibrium geometry, computed with the ωB97M-V functional and the def2-TZVPD basis.

Net charge ... -1
ΔE to the lowest compared entry with this formula, charge and spin ... 0.0 kcal/mol
2S+1 ... 6

XYZ file:
```
56
Properties=species:S:1:pos:R:3:mulliken_charge:R:1
Sm 0.30080 -0.29926 -0.23424 1.14
C -3.68503 5.55033 3.91269 -0.88
O -3.59372 4.35530 3.16154 -0.43
C -2.33327 3.89121 2.84497 1.01
C -1.15631 4.51342 3.31211 -1.03
C 0.04671 3.94928 2.92012 -1.00
C 0.13316 2.80256 2.10186 -0.04
C 1.42167 2.25426 1.75217 1.02
C 2.70125 2.94067 2.14904 -1.58
O 1.54062 1.16877 1.10207 -0.36
C -1.08174 2.20162 1.64106 0.48
O -1.10383 1.16342 0.85161 -0.44
C -2.30148 2.77343 2.03973 -0.44
H -4.74310 5.77338 4.01238 0.26
H -3.18836 6.38027 3.40703 0.35
H -3.24653 5.42532 4.90402 0.34
H -1.17894 5.38728 3.94332 0.38
H 0.96274 4.41831 3.26629 0.31
H 2.71230 3.99532 1.84899 0.41
H 3.52447 2.41227 1.67727 0.32
H 2.83875 2.92376 3.23973 0.35
H -3.22488 2.32949 1.68106 0.45
O 3.43839 -0.40094 -0.43184 -0.35
P 2.71300 -0.77308 -1.77808 0.70
O 3.54030 -1.22995 -2.88656 -0.82
O 1.63106 0.30108 -1.93373 -0.49
O 1.76421 -2.06264 -1.19106 -0.14
P 1.91411 -2.77866 0.29643 0.84
O 1.19507 -4.16660 0.10553 -0.42
O 3.34933 -2.90325 0.62155 -0.83
O 0.98832 -1.91437 1.14481 -0.48
H 3.85856 -1.19428 -0.03429 0.34
H 1.81338 -4.82952 -0.21886 0.30
C -2.48427 -4.92097 -0.38435 -0.58
C -2.53450 -4.54726 -1.73400 -0.61
C -2.27846 -3.24518 -2.12703 -0.25
C -1.96471 -2.25935 -1.17705 0.21
C -1.91719 -2.64821 0.16109 -0.39
C -2.16342 -3.95700 0.55483 -0.64
N -1.59904 -0.95335 -1.51954 -0.04
C -2.21219 -0.29109 -2.56792 0.52
C -1.55254 0.77951 -3.18970 -0.45
C -2.15831 1.51482 -4.19529 -0.74
C -3.44840 1.21429 -4.62776 -0.52
C -4.11492 0.15155 -4.01846 -0.61
C -3.51266 -0.58837 -3.01078 -0.35
H -2.67747 -5.94272 -0.08302 0.37
H -2.75912 -5.28749 -2.49363 0.35
H -2.28965 -2.98282 -3.17872 0.54
H -1.69677 -1.93005 0.92136 0.55
H -2.09351 -4.20677 1.60677 0.40
H -0.53657 1.02151 -2.92370 0.43
H -1.60150 2.32715 -4.64674 0.38
H -3.91999 1.78862 -5.41403 0.36
H -5.12454 -0.10504 -4.31884 0.34
H -4.06786 -1.38951 -2.53757 0.45
```

An isolated ion of composition B4O7 and charge -2 in a non-equilibrium geometry, computed with the ωB97M-V functional and the def2-TZVPD basis.

Net charge ... -2
ΔE to the lowest compared entry with this formula, charge and spin ... 0.3 kcal/mol

XYZ file:
```
11
Properties=species:S:1:pos:R:3:mulliken_charge:R:1
O -2.68187 1.99261 0.07114 -0.82
O 2.84176 -1.37329 -1.03950 -0.82
O -0.38636 1.58341 0.66575 -0.48
O -1.71860 -0.10473 -0.50350 -0.50
O 1.74398 0.27449 0.24550 -0.49
O 0.43606 -1.41106 -1.02811 -0.48
O -0.19054 -0.80699 1.30127 -0.53
B -1.69373 1.21940 0.07768 0.24
B 1.76355 -0.87883 -0.63783 0.23
B 0.48434 0.45475 0.95571 0.79
B -0.59859 -0.94976 -0.10810 0.86
```

C16H32AlBClN6O5S as an isolated structure, computed with the ωB97M-V functional and the def2-TZVPD basis.

Net charge ... -1
Calculated total energy ... -66926.01246 eV

XYZ file:
```
63
Properties=species:S:1:pos:R:3:mulliken_charge:R:1
C 4.42520 -2.22063 -0.17524 -1.34
C 3.04996 -1.71849 -0.67289 0.00
N 2.23562 -1.11438 0.37490 -0.12
Al 0.90581 0.06716 -0.18464 -0.11
C -0.45314 -0.74934 -1.46008 -0.43
C -1.91772 -0.59749 -0.97573 -0.67
C -2.38522 -1.80332 -0.16091 -0.77
C -1.63910 -1.98357 1.15892 0.17
S -2.28583 -1.00201 2.48284 0.97
O -2.82681 0.25104 2.08491 -0.48
O -1.41729 -1.05824 3.61156 -0.53
Cl -3.93957 -2.17486 2.97178 -0.30
O 1.73384 1.48586 -1.00213 -0.36
B 2.14352 2.57738 -0.36851 0.64
O 1.61457 3.04148 0.85528 -0.52
O 3.21883 3.36783 -0.88139 -0.73
H 4.64191 -3.23222 -0.52652 0.35
H 5.24552 -1.56118 -0.46665 0.30
H 4.41143 -2.24482 0.91630 0.36
H 2.55579 -2.57742 -1.13933 0.18
H 3.21042 -0.96652 -1.45086 0.11
H 1.93228 -1.83307 1.02233 0.25
H 0.09136 0.54174 1.12577 -0.27
H -0.26323 -1.81831 -1.62745 0.30
H -0.39402 -0.28063 -2.44630 0.22
H -2.04769 0.31517 -0.38789 0.33
H -2.59108 -0.51979 -1.83658 0.34
H -2.17499 -2.69478 -0.75679 0.46
H -3.45744 -1.77426 0.05131 0.33
H -1.76027 -2.99834 1.54289 0.54
H -0.57394 -1.76060 1.11333 -0.67
H 0.79799 3.52804 0.74924 0.25
H 2.91613 3.92283 -1.60152 0.18
C -7.75686 -4.03707 2.70879 -0.72
C -7.58007 -3.70788 1.30163 0.33
N -7.44973 -3.45552 0.19084 -0.38
H -8.65467 -4.63921 2.83537 0.32
H -6.89709 -4.59852 3.06957 0.23
H -7.85368 -3.12456 3.29399 0.24
C 4.16213 -2.51905 -4.92130 -0.78
C 3.41635 -3.35265 -3.99048 0.40
N 2.84348 -4.00604 -3.24336 -0.43
H 4.61216 -1.68616 -4.38356 0.25
H 4.94571 -3.10482 -5.39831 0.30
H 3.49081 -2.12687 -5.68304 0.27
C -3.36278 1.18839 5.39134 -0.50
C -4.16506 1.40800 6.58681 0.25
N -4.79928 1.58184 7.52745 -0.40
H -2.34700 1.54438 5.55006 0.29
H -3.32355 0.12697 5.15633 0.08
H -3.79491 1.71832 4.54496 0.27
C 3.72554 6.07572 0.94437 -0.65
C 3.53398 6.39375 -0.46146 0.46
N 3.36790 6.58741 -1.58041 -0.51
H 2.79704 5.68534 1.35660 0.18
H 4.48602 5.30275 1.03201 0.22
H 4.03186 6.96462 1.49344 0.34
C 1.87553 2.86109 -4.31381 -0.73
C 0.85994 1.82512 -4.38725 0.43
N 0.10955 0.96138 -4.45482 -0.47
H 2.70731 2.47848 -3.72571 0.17
H 2.22407 3.11594 -5.31318 0.38
H 1.47229 3.75336 -3.83754 0.21
```